1.
{"formula": "C5H13N2O", "method": "ωB97M-V with the def2-TZVPD basis set", "elements": ["C", "C", "C", "O", "N", "C", "C", "N", "H", "H", "H", "H", "H", "H", "H", "H", "H", "H", "H", "H", "H"], "positions_angstrom": [[1.402403, -0.212856, -2.302518], [1.263351, 0.403556, -0.906041], [2.518838, 0.128410, -0.082827], [2.540408, 0.168336, 1.114334], [0.015887, -0.059411, -0.324370], [-0.222000, -0.173501, 1.098626], [-1.519654, 0.482345, 1.543820], [-2.778716, -0.227008, 0.991110], [1.195620, -1.286750, -2.267214], [0.691782, 0.191311, -3.017294], [2.397127, -0.010138, -2.699758], [1.239101, 1.491589, -1.013793], [3.437548, -0.017013, -0.680428], [-0.404534, -0.803365, -0.853016], [-0.065513, -1.187258, 1.470379], [0.514294, 0.407185, 1.640474], [-1.566677, 0.424227, 2.627556], [-1.540735, 1.485772, 1.139809], [-2.512114, -1.057628, 0.463307], [-3.221495, 0.363471, 0.290567], [-3.384923, -0.511274, 1.767276]], "forces_ev_per_angstrom": [[-0.105, 0.139, 0.080], [0.037, -0.491, -0.558], [-0.194, 0.323, -0.236], [0.302, -0.214, 0.246], [-0.860, 0.165, 0.325], [0.247, 0.523, -0.109], [0.285, -0.861, -0.296], [0.817, -0.051, -0.010], [0.411, -0.011, 0.057], [-0.139, 0.274, 0.067], [-0.025, -0.226, -0.025], [0.080, 0.182, 0.026], [0.084, -0.067, 0.076], [0.308, -0.217, -0.133], [-0.390, -0.182, 0.164], [0.268, 0.046, -0.026], [-0.297, 0.303, 0.010], [-0.141, 0.211, 0.271], [0.075, -0.244, 0.232], [-0.529, 0.156, 0.354], [-0.234, 0.243, -0.516]], "lowdin_charge": [-0.048, -0.345, -0.187, 0.068, -0.030, -0.220, -0.096, 0.206, 0.089, 0.083, 0.085, 0.151, 0.133, 0.101, 0.135, 0.114, 0.132, 0.132, 0.156, 0.166, 0.174], "homo_energy_ev": -12.40, "charge": 1, "e_tot_ha": -382.78058, "orbital_gap_ev": 8.6814}

=====

2.
{"formula": "C5H13N2O", "method": "ωB97M-V with the def2-TZVPD basis set", "elements": ["O", "C", "N", "C", "C", "N", "C", "C", "H", "H", "H", "H", "H", "H", "H", "H", "H", "H", "H", "H", "H"], "positions_angstrom": [[-0.019814, 1.005600, -0.980231], [0.649167, -0.133167, -1.218973], [-0.205819, -1.068154, -2.088445], [-1.383840, -0.317076, -2.682225], [0.807582, -0.799530, 0.215166], [1.485545, 0.077334, 1.214336], [0.785491, 0.518504, 2.433028], [-0.782869, 0.629807, 2.256951], [0.320480, -1.545957, -2.785542], [-2.008068, -0.921291, -3.446673], [-1.979920, 0.217817, -1.852882], [-0.991324, 0.770560, -3.104499], [-0.215251, -1.057827, 0.541495], [1.386208, -1.745872, -0.059356], [1.757081, 0.982637, 0.681673], [1.636242, -0.094611, -1.633510], [1.038655, -0.045966, 3.295272], [1.166615, 1.581029, 2.640436], [-1.224069, 1.404206, 2.940485], [-1.232827, -0.403309, 2.411309], [-0.989266, 0.945266, 1.222185]], "forces_ev_per_angstrom": [[2.145, -2.669, -0.424], [-5.395, 1.870, -2.659], [-0.287, 4.353, 0.781], [0.495, 1.452, 0.348], [0.996, -1.127, 3.656], [-0.848, 0.934, -3.487], [-1.152, 2.843, -0.535], [0.322, -0.864, 0.092], [0.464, -0.991, -0.460], [1.329, 0.988, 1.527], [0.549, -1.486, -0.927], [-0.388, -2.515, 0.463], [0.584, -0.190, 0.042], [-0.591, 1.343, 0.475], [0.144, -2.135, 1.203], [1.063, 0.214, -0.209], [0.323, -0.913, 0.498], [-0.379, -1.585, -0.306], [0.506, -0.999, -0.497], [0.239, 1.465, -0.006], [-0.120, 0.013, 0.427]], "lowdin_charge": [0.030, -0.393, 0.074, -0.041, -0.063, 0.019, -0.216, -0.071, 0.121, 0.125, 0.113, 0.165, 0.122, 0.173, 0.169, 0.188, 0.099, 0.142, 0.099, 0.094, 0.050], "homo_energy_ev": -13.87, "charge": 1, "e_tot_ha": -382.57612, "orbital_gap_ev": 5.3748}

=====

3.
{"formula": "C5H13N2O", "method": "ωB97M-V with the def2-TZVPD basis set", "elements": ["O", "C", "N", "C", "C", "N", "C", "C", "H", "H", "H", "H", "H", "H", "H", "H", "H", "H", "H", "H", "H"], "positions_angstrom": [[2.700923, -0.001575, 0.113836], [1.683001, 0.361894, 0.587729], [0.867965, 1.107689, 1.153273], [2.821087, 2.169424, 2.868300], [-1.243408, -0.506125, -0.967833], [-2.609068, -0.705255, -1.311043], [-3.172856, -2.003662, -0.977867], [-0.407356, -0.426565, -2.248910], [3.800049, 2.736317, 2.570740], [2.904088, 2.155011, 3.999549], [2.971333, 1.155748, 2.535568], [1.999871, 2.797901, 2.542194], [-1.107946, 0.453686, -0.465035], [0.402379, 0.180448, 0.452267], [-0.938027, -1.268323, -0.199214], [-2.920491, -2.623565, -1.871693], [-4.269594, -2.009037, -1.059208], [-2.757448, -2.414117, -0.049783], [-0.801875, 0.440654, -2.768135], [0.640823, -0.283540, -2.003168], [-0.563451, -1.317008, -2.901567]], "forces_ev_per_angstrom": [[-1.298, -1.014, 0.029], [4.709, 2.518, 0.415], [-2.032, -3.219, -1.870], [3.244, 1.822, 1.623], [-1.359, -2.081, 2.333], [0.588, -1.603, -0.141], [0.157, 2.034, 0.056], [-0.711, -0.254, -1.600], [-1.710, -0.963, 0.345], [-0.477, 0.023, -1.276], [-0.502, -0.171, -0.332], [-0.250, -0.538, -0.110], [-0.602, 0.764, -0.309], [-1.306, 1.567, 1.449], [0.114, 0.276, -0.940], [0.467, 0.110, -0.009], [0.243, 0.352, 0.211], [0.063, -0.244, -0.355], [0.336, 0.118, -0.375], [0.019, -0.077, 0.189], [0.307, 0.580, 0.667]], "lowdin_charge": [0.167, -0.524, 0.231, -0.066, -0.273, 0.240, 0.006, 0.006, 0.064, 0.045, -0.013, 0.006, 0.139, 0.111, 0.136, 0.173, 0.124, 0.120, 0.102, 0.094, 0.111], "homo_energy_ev": -14.46, "charge": 1, "e_tot_ha": -382.54812, "orbital_gap_ev": 5.5633}

=====

4.
{"formula": "C5H13N2O", "method": "ωB97M-V with the def2-TZVPD basis set", "elements": ["O", "C", "C", "N", "H", "H", "H", "H", "H", "H", "C", "C", "N", "C", "H", "H", "H", "H", "H", "H", "H"], "positions_angstrom": [[-1.176491, 1.205068, -3.384720], [-1.945003, 0.555403, -2.734806], [-1.459434, -0.148673, -1.469370], [-0.009776, 0.158787, -1.330445], [-2.977975, 0.356008, -3.035084], [-1.990693, 0.238623, -0.602832], [-1.647526, -1.221907, -1.553042], [0.546575, -0.656453, -1.586145], [0.181227, 0.894321, -2.039390], [0.231889, 0.416628, -0.356221], [-0.573471, 1.208331, 1.620173], [0.150625, 0.088029, 1.767089], [1.514110, -0.034835, 1.701706], [2.154452, -1.321339, 1.516855], [-0.115094, 2.175722, 1.482983], [-1.632198, 1.163424, 1.794972], [-0.340552, -0.856606, 1.973020], [2.091840, 0.780096, 1.810458], [3.223528, -1.221489, 1.686559], [1.767564, -2.050796, 2.226913], [2.006405, -1.728344, 0.511325]], "forces_ev_per_angstrom": [[0.038, 0.286, -0.028], [0.237, -0.615, 0.051], [-0.272, 0.217, -0.177], [-0.024, -0.552, -0.296], [-0.177, 0.185, -0.002], [0.002, -0.025, 0.122], [0.131, 0.119, 0.086], [0.118, 0.065, -0.015], [0.085, 0.074, 0.234], [-0.238, 0.295, -0.060], [0.142, -0.202, 0.013], [0.365, -0.019, 0.213], [-0.126, 0.068, -0.248], [0.027, -0.041, 0.180], [0.065, 0.150, -0.031], [-0.219, 0.074, 0.053], [-0.157, -0.087, -0.078], [-0.027, 0.047, -0.034], [-0.022, -0.013, -0.014], [0.003, -0.054, 0.076], [0.049, 0.027, -0.045]], "lowdin_charge": [0.094, -0.182, -0.088, 0.188, 0.144, 0.123, 0.146, 0.169, 0.155, 0.101, -0.025, -0.275, -0.093, -0.089, 0.066, 0.055, 0.126, 0.137, 0.093, 0.089, 0.066], "homo_energy_ev": -12.10, "charge": 1, "e_tot_ha": -382.77617, "orbital_gap_ev": 8.7892}

=====

5.
{"formula": "C5H13N3", "method": "ωB97M-V with the def2-TZVPD basis set", "elements": ["H", "N", "C", "C", "C", "N", "C", "C", "N", "H", "H", "H", "H", "H", "H", "H", "H", "H", "H", "H", "H"], "positions_angstrom": [[0.947412, -2.095192, 0.935898], [1.534966, -1.303153, 1.200814], [0.994796, -0.168797, 1.088513], [1.791004, 1.038311, 1.465288], [-0.409103, 0.081517, 0.554630], [-1.330695, -1.027061, 0.756026], [-0.303576, 0.413771, -0.965510], [-1.690875, 0.640208, -1.556819], [0.388053, -0.585245, -1.755025], [1.254191, 1.627337, 2.207484], [1.945664, 1.667803, 0.585289], [2.751230, 0.730304, 1.864236], [-0.838887, 0.952598, 1.062730], [-1.074570, -1.818725, 0.173247], [-1.306139, -1.330929, 1.721364], [0.282084, 1.338047, -1.057233], [-2.321162, -0.224460, -1.371447], [-1.601412, 0.797894, -2.628535], [-2.156136, 1.510572, -1.102995], [1.297948, -0.805703, -1.362965], [-0.154794, -1.439097, -1.814990]], "forces_ev_per_angstrom": [[-0.254, 0.294, -0.031], [0.546, -0.473, 0.172], [-0.334, 0.116, 0.078], [0.037, 0.091, -0.135], [-0.020, -0.220, -0.136], [0.037, -0.019, -0.087], [-0.160, 0.310, 0.115], [0.341, 0.087, 0.016], [0.092, -0.199, -0.013], [-0.026, 0.100, 0.033], [0.020, 0.090, 0.064], [0.086, 0.024, 0.007], [0.130, 0.007, -0.057], [-0.041, 0.015, 0.130], [-0.027, -0.093, -0.027], [-0.133, -0.075, 0.058], [-0.115, -0.046, -0.018], [-0.025, 0.064, -0.068], [-0.142, 0.062, 0.052], [-0.089, -0.092, -0.069], [0.078, -0.043, -0.086]], "lowdin_charge": [0.044, 0.141, -0.428, -0.042, -0.334, 0.043, -0.425, -0.066, 0.049, 0.081, 0.080, 0.077, 0.143, 0.064, 0.081, 0.132, 0.067, 0.076, 0.079, 0.067, 0.071], "homo_energy_ev": -9.29, "e_tot_ha": -362.57106, "orbital_gap_ev": 10.2015}

=====

6.
{"formula": "C5H13N3", "method": "ωB97M-V with the def2-TZVPD basis set", "elements": ["H", "N", "C", "N", "C", "N", "H", "H", "H", "H", "H", "H", "C", "C", "C", "H", "H", "H", "H", "H", "H"], "positions_angstrom": [[0.414623, 2.391944, 1.335408], [0.254983, 2.670414, 0.364158], [-0.494167, 1.892384, -0.282642], [-1.097187, 0.743384, 0.127918], [-2.077957, 0.032824, -0.652872], [-1.060047, 0.353574, 1.481028], [-0.689667, 2.135254, -1.322582], [-1.836307, -1.036386, -0.639472], [-2.057097, 0.396404, -1.677962], [-3.084447, 0.173574, -0.239092], [-0.157717, -0.061026, 1.708278], [-1.207177, 1.148034, 2.066308], [0.723623, -2.193616, 0.377318], [1.055073, -1.357296, -0.586542], [2.199443, -0.401246, -0.541922], [1.284653, -2.265346, 1.297418], [-0.119947, -2.859676, 0.288798], [0.477553, -1.322856, -1.499572], [1.829243, 0.627724, -0.452602], [2.859553, -0.610766, 0.300558], [2.782973, -0.457296, -1.451922]], "forces_ev_per_angstrom": [[-0.115, -0.082, -0.230], [0.718, 0.730, 0.665], [-0.380, -0.388, -0.298], [-0.084, -0.249, 0.544], [-0.129, -0.161, 0.100], [0.210, -0.488, -0.667], [-0.135, -0.094, -0.165], [-0.141, 0.186, -0.074], [0.016, -0.004, -0.051], [0.127, -0.043, -0.099], [-0.077, 0.044, -0.178], [-0.179, 0.645, 0.447], [-0.134, -0.323, 0.110], [0.296, 0.224, -0.147], [-0.085, 0.172, 0.322], [0.175, 0.052, 0.115], [-0.149, -0.067, -0.042], [-0.233, -0.095, -0.104], [0.146, -0.114, -0.031], [-0.017, 0.048, 0.028], [0.171, 0.007, -0.246]], "lowdin_charge": [0.027, 0.070, -0.338, -0.257, -0.071, 0.079, 0.116, 0.069, 0.081, 0.085, 0.071, 0.071, -0.036, -0.265, -0.100, 0.058, 0.051, 0.091, 0.053, 0.076, 0.070], "homo_energy_ev": -8.80, "e_tot_ha": -362.50424, "orbital_gap_ev": 9.7724}